C70H83FN15O5S | the ωB97M-V functional and the def2-TZVPD basis

Values from the calculation:
LUMO: 1.5666 eV
Total charge: -1
Calculated total energy: -120062.147 eV
HOMO: -0.1535 Eh
Energy above the lowest of the compared OMol25 structures with the same formula, charge and spin: 1464.2 kJ/mol

The geometry in XYZ format:
```
175
Properties=species:S:1:pos:R:3:forces:R:3:mulliken_charge:R:1
C -5.823 -1.017 -1.946 0.186 -1.091 0.341 -0.807
C -5.528 -0.090 -0.627 -0.913 -1.348 -0.044 -0.513
N -5.178 1.363 -0.945 -2.593 -0.221 0.841 0.893
C -5.050 2.030 0.407 1.713 0.908 1.833 -0.810
C -3.913 3.258 0.432 -2.062 0.627 -0.584 -1.127
N -2.647 2.772 -0.243 0.165 0.902 1.666 1.426
C -1.950 1.918 0.782 -0.287 -1.862 0.665 -1.190
C -1.889 0.382 0.150 0.440 0.204 1.485 0.562
C -0.407 -0.077 -0.367 -0.725 -1.339 -1.150 0.029
C -0.670 -1.310 -1.466 -0.430 0.488 0.376 -0.426
C -0.749 -0.771 -3.024 -0.194 -1.202 -0.625 -0.616
C -2.257 -0.322 -3.482 -0.503 0.535 -0.534 0.312
C -2.328 0.294 -5.032 1.056 -0.571 0.893 -0.665
S -4.145 0.850 -5.236 -0.278 -1.757 -1.474 -0.010
C -5.010 -0.524 -6.186 -1.126 -1.595 -1.269 0.442
N -6.378 -0.591 -6.841 6.744 -2.656 1.811 -0.343
N -6.389 -1.877 -7.417 5.392 -1.887 1.764 -0.305
C -5.097 -2.622 -7.140 -3.287 4.223 0.526 -0.155
O -4.220 -1.756 -6.335 -4.968 1.024 -1.524 -0.177
C -1.807 3.875 -0.818 -0.145 2.113 -1.112 -0.257
C -0.291 3.477 -1.281 1.337 0.962 0.382 -0.671
N -0.198 2.744 -2.612 -0.116 -0.329 1.233 -0.340
C -2.557 4.422 -2.211 0.381 -0.265 -0.987 0.362
C -1.725 5.699 -2.900 -3.305 6.801 0.612 0.183
O -2.244 6.938 -2.803 4.161 -8.756 -1.258 -0.495
F -0.464 5.561 -3.664 -3.258 -0.008 2.068 -0.276
C -1.797 5.165 0.222 -0.275 5.763 4.373 0.099
O -0.933 5.205 1.264 -3.323 -1.555 -5.053 -0.725
O -2.737 6.314 0.131 4.076 -6.676 -0.574 -0.673
C -6.340 2.065 -1.645 0.959 3.217 -4.780 -0.054
C -7.929 1.941 -1.147 0.842 0.113 1.076 -0.683
O -6.054 2.856 -2.689 -1.824 -4.777 6.396 -0.553
H -6.817 -1.655 -1.773 2.072 1.556 -0.486 0.276
H -5.884 -0.438 -2.961 0.133 -0.988 2.037 0.038
H -4.954 -1.832 -2.010 -1.835 1.867 -0.123 0.207
H -6.487 -0.166 0.071 1.885 0.263 -1.265 0.522
H -4.655 -0.619 -0.027 -1.665 1.566 -1.266 0.342
H -6.046 2.460 0.845 1.641 -0.809 -0.880 0.415
H -4.658 1.216 1.157 -0.876 1.438 -1.419 0.362
H -4.447 4.158 -0.126 1.588 -1.772 0.917 0.183
H -3.739 3.660 1.543 -0.338 -1.017 -2.301 0.316
H -2.627 1.804 1.761 1.435 0.538 -2.121 0.449
H -0.921 2.313 1.169 -1.857 -0.619 -0.998 0.349
H -2.180 -0.368 1.033 0.651 1.386 -1.827 0.354
H -2.750 0.292 -0.637 1.948 0.311 1.253 -0.879
H 0.224 -0.519 0.514 -1.158 1.072 -1.641 0.275
H 0.200 0.732 -0.952 -1.229 -1.306 1.422 -0.107
H 0.108 -2.175 -1.317 -1.333 1.809 -0.543 -0.005
H -1.731 -1.749 -1.207 2.024 0.642 -0.541 0.224
H 0.020 0.073 -3.285 -1.433 -1.538 0.751 0.259
H -0.452 -1.702 -3.710 -0.621 1.997 1.306 0.370
H -2.725 0.540 -2.802 1.105 -1.898 -1.244 -0.393
H -3.030 -1.225 -3.467 1.787 1.792 0.147 0.267
H -1.620 1.250 -5.126 -1.882 -1.896 0.154 0.396
H -1.999 -0.475 -5.850 -0.836 1.476 1.541 0.321
H -4.716 -3.683 -7.458 -1.036 2.538 0.777 0.309
H 0.335 2.860 -0.513 -1.544 1.366 -0.809 0.329
H 0.315 4.494 -1.439 -1.527 -2.101 0.572 0.388
H -0.895 1.971 -2.540 1.133 0.443 -0.226 -0.230
H 0.793 2.372 -2.674 -1.854 0.282 0.080 0.382
H -2.678 3.550 -3.017 0.592 1.861 1.780 -0.124
H -3.635 4.832 -2.023 2.415 -0.463 -0.132 0.316
H -8.597 1.329 -1.889 1.493 1.411 1.219 0.336
H -7.990 1.410 -0.087 0.222 1.039 -2.280 0.289
H -8.296 3.050 -0.968 0.698 -2.325 -0.705 -0.002
N 2.772 -2.085 0.428 0.317 -0.514 0.757 -0.343
C 2.590 -3.388 0.737 -0.047 0.955 -0.169 -0.373
C 3.153 -4.003 1.844 0.131 0.219 0.161 -0.529
C 3.956 -3.238 2.685 0.029 -0.016 -0.011 -0.094
C 4.163 -1.894 2.391 -0.036 -0.302 -0.047 -0.599
C 3.554 -1.368 1.263 -0.471 -0.383 -0.588 -0.225
H 1.959 -3.943 0.050 0.015 -0.010 0.041 0.359
H 2.971 -5.052 2.046 0.005 0.073 -0.033 0.407
H 4.415 -3.686 3.561 -0.089 0.118 -0.098 0.418
H 4.783 -1.272 3.026 -0.095 -0.084 -0.057 0.545
H 3.682 -0.324 0.994 0.019 -0.079 0.034 0.444
N 3.259 -1.561 5.499 -0.224 0.582 0.812 -0.196
C 2.747 -0.334 5.259 0.349 -0.849 0.055 -0.271
C 2.353 0.545 6.256 0.019 -0.112 0.266 -0.621
C 2.487 0.141 7.580 -0.034 -0.015 0.094 0.052
C 3.010 -1.117 7.859 -0.072 0.148 -0.137 -0.629
C 3.380 -1.924 6.794 -0.071 0.223 -0.884 -0.209
H 2.658 -0.066 4.210 -0.018 0.014 0.051 0.364
H 1.950 1.520 6.006 0.058 -0.078 0.023 0.392
H 2.188 0.802 8.388 0.059 -0.027 -0.168 0.382
H 3.127 -1.462 8.880 -0.008 0.041 -0.046 0.375
H 3.796 -2.913 6.960 -0.024 0.047 0.030 0.344
N -8.509 5.566 0.219 -0.578 0.588 -0.554 -0.522
C -7.969 6.752 -0.138 -0.050 -0.826 0.359 -0.272
C -8.647 7.721 -0.861 -0.366 -0.093 -0.065 -0.299
C -9.957 7.457 -1.247 -0.044 0.164 0.103 -0.269
C -10.540 6.244 -0.896 0.117 0.179 0.005 -0.315
C -9.783 5.340 -0.168 0.839 0.148 0.260 -0.276
H -6.944 6.909 0.184 -0.047 0.003 -0.065 0.475
H -8.165 8.657 -1.117 -0.005 -0.119 0.024 0.384
H -10.520 8.192 -1.816 0.086 -0.144 0.000 0.303
H -11.559 6.008 -1.182 0.088 0.007 0.007 0.373
H -10.194 4.380 0.133 -0.030 0.048 -0.034 0.421
N 6.718 -3.108 -0.446 0.192 -0.945 -0.143 -0.479
C 5.718 -4.014 -0.529 0.505 0.786 0.049 -0.355
C 5.923 -5.373 -0.700 0.304 -0.073 -0.015 -0.537
C 7.231 -5.835 -0.797 -0.030 0.089 -0.003 -0.330
C 8.282 -4.927 -0.718 -0.056 -0.184 -0.025 0.000
C 7.977 -3.587 -0.542 -0.909 0.374 0.094 -0.400
H 4.715 -3.604 -0.451 0.194 -0.067 -0.062 0.569
H 5.082 -6.056 -0.757 0.022 0.078 0.011 0.401
H 7.430 -6.894 -0.934 0.025 0.085 0.020 0.387
H 9.312 -5.255 -0.791 -0.173 0.060 0.046 0.419
H 8.762 -2.839 -0.470 0.003 -0.105 -0.013 0.396
N 10.524 -7.189 -1.573 0.410 -1.257 -0.212 -0.197
C 10.051 -8.034 -2.515 0.216 0.649 0.610 -0.314
C 10.544 -9.313 -2.721 0.210 -0.082 0.173 -0.675
C 11.589 -9.753 -1.916 0.003 -0.001 -0.003 -0.094
C 12.100 -8.905 -0.939 -0.162 -0.157 -0.226 -0.843
C 11.538 -7.645 -0.806 -0.642 0.313 -0.318 0.051
H 9.237 -7.644 -3.120 0.039 -0.041 0.018 0.468
H 10.123 -9.950 -3.491 0.026 0.080 0.062 0.358
H 12.003 -10.748 -2.049 -0.048 0.111 0.010 0.366
H 12.914 -9.217 -0.296 -0.083 0.054 -0.042 0.366
H 11.899 -6.947 -0.055 -0.032 -0.041 -0.060 0.445
N 1.630 3.224 8.860 -0.713 0.396 0.700 -0.414
C 0.363 3.507 8.484 0.874 -0.240 0.097 0.002
C -0.589 4.050 9.331 0.075 0.051 0.290 -0.578
C -0.225 4.317 10.646 -0.004 -0.013 -0.026 -0.129
C 1.072 4.035 11.064 -0.239 0.040 -0.118 -0.480
C 1.955 3.496 10.143 -0.100 -0.208 -0.865 -0.174
H 0.127 3.277 7.449 -0.033 0.052 0.078 0.346
H -1.591 4.259 8.974 0.114 -0.025 -0.001 0.363
H -0.945 4.741 11.340 0.078 -0.043 -0.083 0.359
H 1.387 4.231 12.083 -0.001 -0.018 -0.096 0.356
H 2.979 3.262 10.420 -0.077 0.020 0.016 0.370
N 2.653 -1.974 11.818 -0.784 -0.608 0.268 -0.521
C 1.626 -1.517 12.567 0.758 -0.208 -0.517 -0.175
C 0.559 -2.302 12.973 0.027 -0.268 -0.090 -0.396
C 0.540 -3.638 12.587 0.012 -0.003 -0.003 -0.147
C 1.583 -4.138 11.815 -0.201 0.123 0.168 -0.448
C 2.608 -3.276 11.460 0.122 0.900 0.194 -0.105
H 1.684 -0.467 12.840 -0.039 -0.075 -0.007 0.385
H -0.238 -1.882 13.576 0.080 -0.016 -0.065 0.344
H -0.280 -4.284 12.886 0.092 0.076 -0.040 0.350
H 1.598 -5.175 11.497 0.016 0.103 0.014 0.346
H 3.447 -3.620 10.861 -0.079 -0.012 0.034 0.378
N 11.582 -4.253 -0.225 0.917 0.526 -0.302 -0.238
C 12.130 -3.254 0.500 -0.457 -0.688 -0.385 -0.242
C 13.224 -2.511 0.086 0.097 -0.076 -0.241 -0.549
C 13.796 -2.812 -1.145 0.019 -0.012 -0.024 -0.129
C 13.255 -3.837 -1.915 0.116 0.281 0.257 -0.929
C 12.158 -4.521 -1.417 -0.414 0.153 0.566 0.108
H 11.650 -3.059 1.455 0.047 0.024 -0.059 0.409
H 13.620 -1.717 0.709 -0.059 -0.075 -0.043 0.371
H 14.655 -2.253 -1.503 -0.095 -0.052 0.045 0.363
H 13.678 -4.097 -2.879 -0.065 0.010 0.078 0.374
H 11.698 -5.327 -1.982 0.054 0.219 0.064 0.463
N -10.331 7.341 -4.631 0.384 -0.494 -0.751 -0.264
C -9.382 6.404 -4.413 -0.604 0.609 0.000 0.180
C -8.767 5.680 -5.422 -0.073 0.021 -0.321 -0.743
C -9.149 5.928 -6.736 0.014 -0.017 0.035 -0.272
C -10.124 6.886 -6.993 0.157 -0.147 0.111 -0.364
C -10.679 7.560 -5.917 0.176 -0.083 0.866 -0.295
H -9.120 6.244 -3.371 0.045 -0.037 -0.151 0.185
H -8.008 4.941 -5.189 -0.060 0.078 0.034 0.502
H -8.690 5.380 -7.554 -0.041 0.058 0.103 0.370
H -10.445 7.102 -8.006 0.014 0.004 0.092 0.354
H -11.442 8.319 -6.066 0.048 -0.055 -0.036 0.338
N -1.792 -0.363 -9.012 0.298 -0.945 -0.425 -0.439
C -2.599 -1.429 -8.817 0.342 0.936 -0.132 -0.021
C -2.339 -2.694 -9.318 0.326 0.015 -0.172 -0.326
C -1.183 -2.880 -10.069 -0.006 -0.023 0.016 -0.430
C -0.333 -1.801 -10.289 -0.193 -0.213 0.051 -0.338
C -0.676 -0.574 -9.744 -0.718 0.273 0.535 -0.323
H -3.490 -1.232 -8.228 0.344 0.023 -0.412 0.591
H -3.021 -3.515 -9.128 0.057 0.084 -0.053 0.199
H -0.947 -3.857 -10.479 -0.020 0.103 0.040 0.356
H 0.575 -1.913 -10.871 -0.075 0.030 0.057 0.359
H -0.043 0.297 -9.885 -0.025 -0.086 -0.006 0.380
```
Positions in Å, forces in eV/Å.